1.
Computed, not measured: 17 unconnected molecules or ions with the total composition C38H100ClF7N4O25PSSi at a distorted geometry, with ωB97M-V/def2-TZVPD.

## Properties
Calculated total energy   -157712.366 eV
Kohn-Sham gap   7.513 eV
Net charge   +1
HOMO level   -11.33 eV
Multiplicity   1

Each line ends with the Löwdin charge.
Element x y z (Å)
C -0.60 -2.06 3.30  0.04
C -1.61 -1.84 2.22  -0.51
O -2.73 -2.29 2.19  0.11
O -1.15 -1.05 1.21  -0.01
C -2.20 -0.51 0.40  -0.09
C -1.75 0.68 -0.46  -0.20
C -3.11 1.34 -0.86  -0.13
C -3.89 2.15 0.17  -0.18
O -5.16 2.30 -0.43  -0.10
C -5.98 3.24 0.22  -0.08
C -6.98 3.77 -0.79  -0.59
F -7.41 2.82 -1.63  0.16
F -6.45 4.76 -1.54  0.14
F -8.06 4.27 -0.16  0.14
C -0.86 1.74 0.27  -0.28
O 0.51 1.43 0.33  0.06
C -1.24 2.08 1.73  -0.30
O -1.99 2.96 2.05  0.17
N -0.54 1.28 2.71  0.18
C 0.64 1.89 3.20  -0.50
O 1.75 1.69 2.83  0.20
F 0.36 2.76 4.16  0.16
N -0.88 2.91 -0.64  0.10
C -0.70 4.26 -0.05  -0.08
C 0.47 4.50 0.88  -0.24
O 0.43 5.87 1.19  -0.19
Si 1.87 6.73 0.97  0.44
C 3.13 6.03 2.15  -0.14
C 2.41 6.56 -0.83  -0.13
C 1.50 8.50 1.35  -0.15
C -0.20 2.62 -1.78  -0.24
N 0.59 3.59 -2.35  0.20
N -0.28 1.43 -2.39  0.07
C 0.06 1.46 -3.83  -0.15
C 1.55 1.31 -4.26  -0.20
C 2.62 1.07 -3.19  -0.55
Cl 4.09 2.00 -3.62  0.67
C -1.04 0.29 -1.83  -0.17
C -0.03 -0.91 -1.72  -0.55
F 0.74 -0.93 -2.82  0.14
F -0.70 -2.08 -1.69  0.13
F 0.80 -0.91 -0.68  0.19
P -2.36 -0.36 -3.12  0.28
O -3.30 -1.36 -2.34  -0.15
O -1.56 -1.36 -4.07  -0.18
S -3.26 1.01 -4.11  0.47
H -0.79 -3.03 3.73  0.09
H 0.40 -2.03 2.90  0.10
H -0.74 -1.32 4.08  0.09
H -2.61 -1.30 -0.20  0.12
H -3.01 -0.19 1.05  0.14
H -2.97 2.00 -1.70  0.07
H -3.80 0.55 -1.13  0.11
H -3.45 3.12 0.32  0.11
H -4.01 1.65 1.13  0.13
H -5.41 4.09 0.59  0.14
H -6.55 2.76 1.01  0.15
H 0.67 0.72 0.97  0.10
H -1.20 1.14 3.48  0.13
H -1.60 4.48 0.51  0.12
H -0.68 5.00 -0.84  0.13
H 0.34 3.96 1.82  0.10
H 1.43 4.20 0.45  0.11
H 3.95 6.74 2.28  0.04
H 2.68 5.83 3.12  0.04
H 3.53 5.10 1.77  0.03
H 1.59 6.26 -1.47  0.01
H 2.75 7.54 -1.16  0.04
H 3.25 5.87 -0.92  0.02
H 2.44 9.05 1.28  0.04
H 1.13 8.61 2.36  0.01
H 0.76 8.92 0.69  0.04
H 1.54 3.67 -2.03  0.12
H 0.27 4.20 -3.09  0.14
H -0.49 0.71 -4.38  0.05
H -0.31 2.39 -4.23  0.11
H 1.63 0.48 -4.95  0.12
H 1.81 2.19 -4.82  0.09
H 2.36 1.36 -2.18  0.05
H 2.94 0.04 -3.21  0.06
H -3.02 -2.28 -2.39  0.11
H -1.50 -0.96 -4.95  0.08
C 1.14 -4.93 -2.44  -0.13
O 0.17 -5.12 -3.46  -0.11
H 1.61 -5.91 -2.29  0.06
H 1.91 -4.22 -2.74  0.07
H 0.69 -4.61 -1.50  0.06
H -0.28 -4.29 -3.63  0.06
C -5.61 -2.02 4.78  -0.14
O -4.32 -1.60 5.25  -0.14
H -6.20 -2.32 5.65  0.05
H -6.13 -1.20 4.28  0.08
H -5.53 -2.87 4.10  0.08
H -3.81 -1.35 4.48  0.03
C 5.66 -1.78 -4.62  -0.13
O 5.00 -0.65 -5.22  -0.17
H 5.58 -2.61 -5.31  0.08
H 6.71 -1.55 -4.45  0.08
H 5.18 -2.05 -3.68  0.06
H 5.08 0.09 -4.62  -0.02
C -0.12 -5.74 1.57  -0.14
O -1.03 -5.09 2.45  -0.12
H 0.64 -6.20 2.19  0.08
H -0.61 -6.52 0.98  0.08
H 0.37 -5.03 0.90  0.06
H -1.72 -4.68 1.91  0.06
C -1.26 10.50 4.30  -0.15
O -0.61 9.30 3.87  -0.14
H -0.49 11.25 4.43  0.08
H -1.98 10.85 3.56  0.08
H -1.77 10.35 5.26  0.08
H -1.29 8.63 3.75  0.07
C 1.49 -8.82 -2.91  -0.13
O 0.48 -8.83 -3.93  -0.12
H 1.88 -9.83 -2.81  0.09
H 2.30 -8.15 -3.20  0.06
H 1.06 -8.50 -1.96  0.08
H 0.15 -7.93 -4.01  0.06
C -0.50 -6.07 -6.85  -0.15
O -1.40 -5.14 -7.44  -0.11
H -0.28 -6.84 -7.58  0.09
H 0.43 -5.58 -6.55  0.07
H -0.95 -6.54 -5.97  0.04
H -1.60 -4.47 -6.79  0.06
C -2.70 -8.66 -5.35  -0.17
O -2.47 -9.67 -4.38  -0.12
H -3.74 -8.71 -5.64  0.08
H -2.51 -7.66 -4.93  0.06
H -2.07 -8.81 -6.23  0.08
H -1.55 -9.64 -4.12  0.04
C -7.71 -4.32 7.57  -0.14
O -8.07 -3.19 6.76  -0.14
H -7.09 -4.96 6.96  0.08
H -7.16 -4.01 8.46  0.06
H -8.60 -4.87 7.88  0.08
H -8.62 -2.61 7.29  0.07
C 4.38 -5.84 -3.61  -0.13
O 4.16 -4.46 -3.92  -0.14
H 5.33 -5.90 -3.09  0.08
H 3.60 -6.23 -2.96  0.04
H 4.43 -6.44 -4.52  0.09
H 3.33 -4.39 -4.39  0.07
C 6.89 2.24 -5.96  -0.17
O 7.27 0.93 -6.35  -0.12
H 7.71 2.91 -6.21  0.08
H 6.00 2.56 -6.50  0.08
H 6.71 2.30 -4.88  0.03
H 6.54 0.33 -6.16  0.03
C -2.88 2.67 5.63  -0.15
O -1.75 3.18 6.32  -0.11
H -3.54 2.22 6.36  0.09
H -3.42 3.46 5.10  0.08
H -2.59 1.90 4.90  0.05
H -1.16 3.58 5.68  0.05
C -6.79 -4.14 11.79  -0.16
O -7.97 -4.04 10.99  -0.13
H -6.50 -5.19 11.79  0.08
H -5.98 -3.54 11.37  0.07
H -6.98 -3.83 12.82  0.08
H -8.24 -3.12 10.99  0.07
C 7.07 4.24 -2.43  -0.16
O 6.00 4.75 -1.65  -0.14
H 7.11 4.81 -3.35  0.08
H 8.02 4.35 -1.90  0.08
H 6.91 3.18 -2.67  0.05
H 5.98 4.25 -0.83  0.07
C 7.78 -2.24 -1.33  -0.14
O 7.13 -1.09 -1.88  -0.14
H 7.67 -3.04 -2.06  0.08
H 8.84 -2.05 -1.16  0.08
H 7.31 -2.55 -0.39  0.08
H 7.22 -0.37 -1.25  0.07
C 4.49 1.79 5.01  -0.16
O 4.25 3.19 4.89  -0.12
H 5.46 1.65 5.47  0.08
H 3.73 1.31 5.64  0.08
H 4.48 1.31 4.02  0.07
H 3.39 3.31 4.48  0.04



2.
Computed, not measured: a molecular structure, C38H105BaF3O27S5 at a distorted geometry, with ωB97M-V/def2-TZVPD.

## Properties
Calculated total energy   -159412.719 eV
Kohn-Sham gap   9.035 eV
Net charge   0
HOMO level   -9.14 eV
Energy above the lowest of the compared OMol25 structures with the same formula, charge and spin   0.747 eV
Multiplicity   1

Each line ends with the Löwdin charge.
Element x y z (Å)
Ba 0.32 1.90 1.33  2.05
C 4.14 4.39 2.83  -0.61
F 4.46 5.47 3.53  0.15
F 5.31 3.68 2.78  0.12
F 3.28 3.65 3.56  0.08
S 3.35 4.82 1.24  0.53
O 4.43 5.19 0.35  -0.28
O 2.78 3.52 0.77  -0.39
O 2.41 5.86 1.52  -0.26
C -1.96 -0.32 -1.23  -0.03
C -1.31 -0.89 0.03  -0.56
C 0.16 -1.27 -0.27  -0.05
O -1.53 -0.09 1.15  -0.40
H -1.71 -0.82 -2.19  0.08
H -1.63 0.77 -1.37  0.09
H -3.08 -0.39 -1.12  0.07
H -1.74 -1.85 0.18  0.11
H 0.17 -2.07 -1.09  0.09
H 0.58 -1.79 0.61  0.07
H 0.77 -0.38 -0.44  0.03
C -4.28 -1.27 -4.85  -0.08
C -4.57 -1.64 -3.37  -0.29
O -5.38 -0.58 -2.77  -0.10
H -3.74 -0.32 -4.99  0.06
H -5.29 -1.19 -5.32  0.08
H -3.73 -2.02 -5.47  0.08
H -3.61 -1.74 -2.83  0.07
H -5.01 -2.65 -3.29  0.11
H -5.33 -0.66 -1.82  0.00
C 6.68 2.00 -1.25  -0.10
C 6.83 3.40 -0.76  -0.32
O 6.06 4.24 -1.61  -0.09
H 5.65 1.63 -1.03  0.06
H 7.23 1.24 -0.70  0.05
H 6.82 1.91 -2.38  0.11
H 7.88 3.63 -0.92  0.11
H 6.47 3.52 0.26  0.10
H 5.61 4.90 -1.08  0.03
C -5.40 0.07 3.97  -0.06
C -4.11 -0.41 3.31  -0.34
O -3.97 0.04 2.02  -0.14
H -5.41 -0.13 5.05  0.08
H -6.27 -0.45 3.51  0.08
H -5.50 1.18 3.89  0.06
H -4.03 -1.49 3.37  0.09
H -3.21 -0.05 3.85  0.11
H -3.02 -0.15 1.67  0.06
C 4.73 -0.45 2.35  -0.07
C 3.90 0.66 1.72  -0.26
O 2.63 0.19 1.17  -0.22
H 5.73 -0.13 2.74  0.08
H 4.97 -1.18 1.53  0.07
H 4.42 -0.94 3.30  0.07
H 4.55 1.02 0.96  0.10
H 3.74 1.44 2.46  0.08
H 2.78 -0.09 0.26  0.02
C -7.01 2.07 0.79  -0.04
C -6.73 1.28 -0.53  -0.26
O -7.05 2.13 -1.71  -0.10
H -6.57 3.05 0.67  0.05
H -6.70 1.60 1.73  0.06
H -8.11 2.20 0.78  0.08
H -7.25 0.38 -0.62  0.09
H -5.68 1.00 -0.67  0.06
H -7.00 1.49 -2.43  0.07
C 2.75 0.95 5.76  -0.04
C 1.38 1.12 5.04  -0.24
O 1.51 1.68 3.71  -0.27
H 3.12 1.93 6.07  0.08
H 3.46 0.59 5.05  0.05
H 2.60 0.22 6.54  0.07
H 0.69 1.76 5.56  0.11
H 0.84 0.18 4.94  0.09
H 1.93 2.53 3.81  0.02
C -3.05 2.79 4.73  -0.05
C -3.37 3.05 3.25  -0.28
O -2.52 2.39 2.33  -0.17
H -2.44 3.62 5.04  0.05
H -2.53 1.89 4.90  0.06
H -3.92 2.83 5.34  0.07
H -3.31 4.14 3.15  0.10
H -4.38 2.73 3.03  0.09
H -2.98 1.51 2.25  0.05
C -0.91 5.91 3.89  -0.09
C -0.02 4.77 3.79  -0.33
O 0.32 4.49 2.41  -0.24
H -0.41 6.70 3.37  0.08
H -1.13 6.28 4.97  0.12
H -1.93 5.80 3.46  0.08
H -0.31 3.82 4.19  0.08
H 0.95 4.93 4.33  0.13
H 0.97 5.19 2.17  0.03
C 1.45 -1.97 3.13  -0.10
C -0.01 -1.81 3.33  -0.36
O -0.46 -0.52 3.35  -0.15
H 1.72 -2.97 2.75  0.09
H 1.97 -1.91 4.08  0.07
H 1.86 -1.18 2.47  0.05
H -0.08 -2.25 4.35  0.12
H -0.66 -2.38 2.69  0.10
H -0.97 -0.31 2.51  -0.02
C 2.14 -6.46 -0.27  -0.06
C 3.00 -6.95 -1.43  -0.32
O 4.15 -6.19 -1.64  -0.07
H 1.84 -5.45 -0.45  0.05
H 2.63 -6.52 0.67  0.07
H 1.30 -7.07 -0.11  0.06
H 2.40 -7.01 -2.30  0.08
H 3.14 -7.99 -1.20  0.11
H 4.69 -6.29 -0.83  0.11
C -4.79 -3.53 1.44  -0.08
C -4.94 -3.11 0.00  -0.26
O -5.06 -1.64 -0.15  -0.13
H -3.81 -3.14 1.84  0.08
H -4.65 -4.60 1.53  0.06
H -5.66 -3.20 2.05  0.09
H -5.82 -3.54 -0.53  0.12
H -4.07 -3.44 -0.56  0.09
H -4.42 -1.25 0.51  0.06
O -1.44 3.31 -0.65  -0.37
S -2.63 3.75 -1.33  0.54
O -2.83 5.15 -1.62  -0.26
O -2.62 2.90 -2.60  -0.25
C -3.68 3.20 -3.64  -0.19
C -3.08 3.93 -4.79  -0.07
C -4.04 3.15 -0.44  -0.11
H -4.51 3.78 -3.20  0.12
H -4.03 2.21 -3.93  0.11
H -3.75 3.89 -5.69  0.10
H -2.19 3.48 -5.23  0.08
H -2.86 4.95 -4.54  0.07
H -3.95 2.08 -0.23  0.07
H -4.92 3.22 -1.04  0.04
H -4.23 3.81 0.41  0.08
O -0.36 -5.02 -4.85  -0.26
S 0.49 -4.40 -3.87  0.59
O 0.55 -2.94 -3.77  -0.30
O 0.27 -4.98 -2.42  -0.27
C -1.05 -5.04 -1.93  -0.28
C -1.68 -6.39 -1.95  -0.05
C 2.15 -5.03 -4.23  -0.10
H -1.69 -4.33 -2.43  0.12
H -0.95 -4.68 -0.91  0.13
H -1.24 -7.08 -1.33  0.04
H -1.89 -6.89 -2.87  0.08
H -2.67 -6.28 -1.42  0.10
H 2.29 -4.40 -5.14  0.08
H 2.09 -6.12 -4.42  0.08
H 2.96 -4.73 -3.47  0.08
O 0.62 3.99 -2.71  -0.24
S 1.18 2.68 -2.56  0.56
O 1.04 1.87 -1.37  -0.45
O 0.52 1.85 -3.70  -0.26
C 0.67 0.30 -3.73  -0.15
C 1.82 -0.15 -4.63  -0.07
C 2.93 2.67 -2.93  -0.07
H -0.31 0.01 -4.18  0.12
H 0.72 -0.08 -2.68  0.09
H 2.74 -0.25 -4.09  0.02
H 1.95 0.42 -5.60  0.11
H 1.68 -1.18 -4.95  0.05
H 3.23 1.62 -2.88  0.04
H 3.46 3.23 -2.22  0.04
H 3.04 3.14 -3.91  0.09
O 3.51 -0.35 -1.51  -0.28
S 4.11 -1.62 -1.89  0.57
O 4.49 -1.89 -3.26  -0.26
O 5.30 -1.69 -0.94  -0.27
C 6.46 -2.57 -1.12  -0.19
C 7.69 -1.96 -0.44  -0.05
C 3.10 -2.89 -1.29  -0.11
H 6.66 -2.69 -2.21  0.13
H 6.15 -3.55 -0.73  0.12
H 8.49 -2.66 -0.52  0.07
H 7.61 -1.78 0.65  0.09
H 7.95 -0.97 -0.79  0.07
H 3.49 -3.82 -1.62  0.04
H 2.14 -2.70 -1.82  0.06
H 2.90 -2.72 -0.26  0.07